Version a
DFT (ωB97M-V/def2-TZVPD) results for a cluster of 2 separate species, C4H12 in total.

```
! wB97M-V def2-TZVPD RIJCOSX def2/J DEFGRID3
* xyz 0 1
C -0.800 2.537 1.481
C -0.571 1.293 2.306
H -0.187 2.570 0.572
H -1.823 2.523 1.113
H -0.524 3.442 2.019
H 0.480 1.034 2.278
H -1.026 0.347 1.988
H -0.872 1.319 3.358
C 1.031 -2.393 -1.469
C 0.258 -1.375 -2.346
H 0.875 -2.169 -0.416
H 0.796 -3.423 -1.729
H 2.113 -2.351 -1.635
H 0.948 -0.878 -3.025
H -0.117 -0.563 -1.721
H -0.582 -1.915 -2.775
*
```

LUMO ... 1.0234 eV
Gap between HOMO and LUMO ... 12.73 eV
SMILES ... CC.CC

The molecule's Mulliken atomic charges, reported in e, are given here: -0.779 -0.875 0.261 0.241 0.298 0.258 0.283 0.314 -0.759 -0.655 0.222 0.268 0.256 0.245 0.168 0.255

Version b
DFT (ωB97M-V/def2-TZVPD) results for a cluster of 2 separate species, C4H12 in total.

```
! wB97M-V def2-TZVPD RIJCOSX def2/J DEFGRID3
* xyz 0 1
C -2.525 1.562 0.442
C -2.211 0.231 -0.162
H -3.377 1.964 -0.120
H -2.732 1.430 1.491
H -1.664 2.292 0.393
H -1.374 -0.275 0.431
H -2.008 0.136 -1.252
H -3.022 -0.532 0.071
C 2.030 -1.516 0.043
C 2.694 -0.183 -0.378
H 2.202 -2.224 -0.699
H 2.295 -1.793 1.014
H 0.909 -1.436 0.156
H 2.923 0.426 0.484
H 2.132 0.350 -1.180
H 3.728 -0.432 -0.735
*
```

LUMO ... 1.0883 eV
Gap between HOMO and LUMO ... 12.39 eV
SMILES ... CC.CC

The molecule's Mulliken atomic charges, reported in e, are given here: -0.779 -0.644 0.249 0.266 0.256 0.081 0.304 0.270 -0.701 -0.789 0.297 0.310 0.092 0.280 0.250 0.260

Short version: version a is the most stable of them.

Version a
DFT (ωB97M-V/def2-TZVPD) results for a cluster of 2 separate species, C4H12 in total.

```
! wB97M-V def2-TZVPD RIJCOSX def2/J DEFGRID3
* xyz 0 1
C -1.904 -2.052 1.028
C -2.176 -0.662 1.629
H -2.562 -2.442 0.325
H -1.085 -1.891 0.269
H -1.663 -2.866 1.659
H -2.597 -0.820 2.730
H -1.151 -0.099 1.835
H -3.038 -0.219 1.185
C 1.925 0.655 -1.493
C 2.193 2.080 -1.202
H 0.772 0.662 -1.662
H 2.479 0.258 -2.398
H 2.149 0.048 -0.552
H 3.110 2.351 -0.742
H 1.446 2.420 -0.454
H 2.105 2.576 -2.156
*
```

LUMO ... 1.0134 eV
Gap between HOMO and LUMO ... 12.20 eV
SMILES ... CC.CC

The molecule's Mulliken atomic charges, reported in e, are given here: -0.850 -0.724 0.366 0.176 0.293 0.215 0.229 0.296 -0.642 -0.881 0.178 0.291 0.218 0.321 0.250 0.263

Version b
DFT (ωB97M-V/def2-TZVPD) results for a cluster of 2 separate species, C4H12 in total.

```
! wB97M-V def2-TZVPD RIJCOSX def2/J DEFGRID3
* xyz 0 1
C -0.514 -2.330 0.342
C -0.554 -1.618 -1.019
H -0.076 -1.765 1.166
H -1.501 -2.742 0.538
H 0.180 -3.180 0.307
H 0.428 -1.488 -1.460
H -1.078 -0.689 -0.879
H -1.201 -2.214 -1.662
C 0.304 1.606 -0.330
C 0.753 2.405 0.913
H -0.089 2.296 -1.062
H 1.203 1.125 -0.712
H -0.391 0.837 -0.038
H 0.443 1.875 1.817
H 1.830 2.542 0.965
H 0.263 3.340 1.115
*
```

LUMO ... 1.1596 eV
Gap between HOMO and LUMO ... 12.67 eV
SMILES ... CC.CC

The molecule's Mulliken atomic charges, reported in e, are given here: -0.810 -0.807 0.272 0.270 0.280 0.266 0.241 0.344 -0.490 -0.955 0.363 0.246 -0.072 0.287 0.261 0.303

Short version: version b is the most stable of them.

Version a
DFT (ωB97M-V/def2-TZVPD) results for a cluster of 2 separate species, C4H12 in total.

```
! wB97M-V def2-TZVPD RIJCOSX def2/J DEFGRID3
* xyz 0 1
C 1.824 0.839 -0.997
C 1.895 -0.678 -1.128
H 2.104 1.089 0.025
H 2.476 1.388 -1.675
H 0.827 1.250 -1.144
H 0.945 -1.103 -1.480
H 2.611 -1.102 -1.831
H 2.005 -1.158 -0.157
C -1.150 0.287 0.838
C -2.480 -0.383 1.246
H -0.809 -0.332 0.009
H -1.283 1.306 0.491
H -0.461 0.213 1.674
H -2.933 0.076 2.129
H -2.315 -1.422 1.512
H -3.256 -0.272 0.487
*
```

LUMO ... 1.1415 eV
Gap between HOMO and LUMO ... 12.74 eV
SMILES ... CC.CC

The molecule's Mulliken atomic charges, reported in e, are given here: -0.746 -0.876 0.249 0.327 0.200 0.262 0.325 0.273 -0.539 -1.079 0.092 0.310 0.270 0.314 0.305 0.313

Version b
DFT (ωB97M-V/def2-TZVPD) results for a cluster of 2 separate species, C4H12 in total.

```
! wB97M-V def2-TZVPD RIJCOSX def2/J DEFGRID3
* xyz 0 1
C 0.397 -2.545 0.805
C -0.702 -1.824 0.052
H 0.865 -3.339 0.194
H 1.276 -1.957 1.078
H 0.063 -3.190 1.613
H -1.313 -1.273 0.779
H -1.253 -2.482 -0.600
H -0.365 -0.940 -0.509
C 0.896 2.187 -0.343
C -0.614 2.245 -0.496
H 1.202 2.417 0.696
H 1.475 1.295 -0.510
H 1.317 2.894 -1.072
H -1.193 2.061 0.402
H -0.994 3.077 -1.081
H -0.781 1.338 -1.106
*
```

LUMO ... 1.1373 eV
Gap between HOMO and LUMO ... 12.30 eV
SMILES ... CC.CC

The molecule's Mulliken atomic charges, reported in e, are given here: -0.921 -0.552 0.276 0.301 0.289 0.243 0.320 0.036 -0.833 -0.729 0.241 0.301 0.280 0.260 0.319 0.170

Version c
DFT (ωB97M-V/def2-TZVPD) results for a cluster of 2 separate species, C4H12 in total.

```
! wB97M-V def2-TZVPD RIJCOSX def2/J DEFGRID3
* xyz 0 1
C -0.119 0.578 2.530
C 1.315 0.256 2.113
H -0.245 0.621 3.606
H -0.846 -0.160 2.200
H -0.428 1.524 2.094
H 1.926 -0.059 2.958
H 1.393 -0.549 1.387
H 1.806 1.132 1.708
C 0.027 -0.367 -1.887
C -1.208 -0.465 -2.760
H 0.279 0.638 -1.547
H 0.884 -0.773 -2.414
H -0.062 -0.950 -0.970
H -1.001 -0.026 -3.739
H -1.478 -1.502 -2.920
H -2.066 0.070 -2.360
*
```

LUMO ... 1.1357 eV
Gap between HOMO and LUMO ... 12.93 eV
SMILES ... CC.CC

The molecule's Mulliken atomic charges, reported in e, are given here: -0.816 -0.807 0.308 0.261 0.256 0.322 0.224 0.254 -0.741 -0.882 0.286 0.303 0.197 0.264 0.276 0.295

Version d
DFT (ωB97M-V/def2-TZVPD) results for a cluster of 2 separate species, C4H12 in total.

```
! wB97M-V def2-TZVPD RIJCOSX def2/J DEFGRID3
* xyz 0 1
C 0.617 0.471 -1.311
C 2.050 0.445 -1.627
H 0.178 1.356 -1.946
H 0.155 -0.446 -1.516
H 0.313 0.946 -0.235
H 2.664 -0.397 -1.003
H 2.599 1.356 -1.333
H 2.340 -0.141 -2.578
C -0.772 -0.851 1.699
C -1.955 -0.067 1.152
H 0.043 -0.308 1.415
H -0.791 -0.874 2.789
H -0.595 -1.857 1.391
H -1.824 0.992 1.462
H -2.153 -0.027 0.108
H -2.872 -0.597 1.531
*
```

LUMO ... 1.1245 eV
Gap between HOMO and LUMO ... 11.55 eV
SMILES ... CC.CC

The molecule's Mulliken atomic charges, reported in e, are given here: -0.553 -0.945 0.259 0.342 0.059 0.233 0.301 0.294 -0.869 -0.864 0.250 0.304 0.316 0.255 0.327 0.290

Short version: version c is the most stable of them.

Version a
DFT (ωB97M-V/def2-TZVPD) results for a cluster of 2 separate species, C4H12 in total.

```
! wB97M-V def2-TZVPD RIJCOSX def2/J DEFGRID3
* xyz 0 1
C -1.086 -1.798 0.182
C -1.096 -1.841 1.780
H -0.515 -2.622 -0.392
H -2.144 -1.976 -0.072
H -0.641 -0.808 -0.244
H -1.409 -0.908 2.087
H -1.840 -2.568 1.975
H -0.142 -2.119 2.319
C 1.580 2.455 -1.097
C 0.552 1.333 -0.734
H 1.727 3.284 -0.473
H 2.610 1.918 -1.213
H 1.472 2.634 -2.159
H -0.537 1.496 -0.891
H 0.626 1.089 0.272
H 0.841 0.431 -1.339
*
```

LUMO ... 1.0857 eV
Gap between HOMO and LUMO ... 12.46 eV
SMILES ... CC.CC

The molecule's Mulliken atomic charges, reported in e, are given here: -0.377 -0.907 0.260 0.245 -0.085 0.283 0.343 0.262 -0.980 -0.833 0.349 0.242 0.300 0.327 0.327 0.244

Version b
DFT (ωB97M-V/def2-TZVPD) results for a cluster of 2 separate species, C4H12 in total.

```
! wB97M-V def2-TZVPD RIJCOSX def2/J DEFGRID3
* xyz 0 1
C 1.557 0.993 -1.459
C 0.370 0.749 -2.429
H 2.166 1.872 -1.517
H 1.030 0.974 -0.483
H 2.341 0.201 -1.511
H -0.129 -0.185 -2.327
H 0.688 0.737 -3.501
H -0.491 1.513 -2.227
C -0.216 -0.533 1.753
C -1.640 -1.059 2.139
H 0.452 -1.316 1.988
H -0.163 -0.488 0.632
H 0.291 0.322 2.130
H -2.413 -1.333 1.399
H -2.227 -0.310 2.781
H -1.616 -2.136 2.631
*
```

LUMO ... 1.0689 eV
Gap between HOMO and LUMO ... 12.24 eV
SMILES ... CC.CC

The molecule's Mulliken atomic charges, reported in e, are given here: -0.580 -0.848 0.337 0.045 0.236 0.300 0.295 0.229 -0.550 -0.861 0.294 -0.077 0.421 0.313 0.218 0.227

Short version: version a is the most stable of them.

Version a
DFT (ωB97M-V/def2-TZVPD) results for a cluster of 2 separate species, C4H12 in total.

```
! wB97M-V def2-TZVPD RIJCOSX def2/J DEFGRID3
* xyz 0 1
C -1.739 0.519 1.234
C -0.857 1.010 2.366
H -2.802 0.705 1.371
H -1.476 0.985 0.275
H -1.594 -0.554 1.116
H -0.713 2.094 2.400
H -1.266 0.698 3.325
H 0.124 0.542 2.295
C 0.809 -0.575 -1.235
C 1.777 -0.948 -2.350
H -0.223 -0.825 -1.495
H 1.008 -1.056 -0.275
H 0.839 0.500 -1.056
H 2.796 -1.121 -1.989
H 1.853 -0.142 -3.076
H 1.465 -1.832 -2.908
*
```

LUMO ... 1.1448 eV
Gap between HOMO and LUMO ... 12.90 eV
SMILES ... CC.CC

The molecule's Mulliken atomic charges, reported in e, are given here: -0.749 -0.831 0.353 0.198 0.226 0.270 0.292 0.245 -0.718 -0.962 0.286 0.278 0.270 0.285 0.276 0.279

Version b
DFT (ωB97M-V/def2-TZVPD) results for a cluster of 2 separate species, C4H12 in total.

```
! wB97M-V def2-TZVPD RIJCOSX def2/J DEFGRID3
* xyz 0 1
C 0.518 1.090 -1.227
C 0.390 2.107 -2.350
H 0.867 0.114 -1.485
H 1.349 1.357 -0.514
H -0.240 0.986 -0.565
H -0.351 1.911 -3.086
H 1.381 2.143 -2.824
H 0.118 3.043 -1.906
C -0.987 -0.909 1.660
C 0.011 -2.069 1.926
H -1.484 -0.732 2.564
H -0.496 -0.015 1.158
H -1.723 -1.399 0.847
H -0.253 -2.698 2.794
H 0.964 -1.965 1.851
H -0.065 -2.963 1.157
*
```

LUMO ... 1.1287 eV
Gap between HOMO and LUMO ... 12.18 eV
SMILES ... CC.CC

The molecule's Mulliken atomic charges, reported in e, are given here: -0.924 -0.922 0.395 0.332 0.257 0.326 0.250 0.278 -0.448 -1.021 0.376 -0.055 0.188 0.295 0.434 0.237

Short version: version a is the most stable of them.